1.
A structure of composition C17H28N4O2ReSSi, computed with ωB97M-V/def2-TZVPD.

The geometry in XYZ format:
```
54
Properties=species:S:1:pos:R:3:forces:R:3
Re -0.064 1.198 -0.772 0.487 -1.213 0.346
N 1.905 0.766 0.087 -0.501 0.317 -0.523
C 2.802 0.553 -1.089 -0.010 -0.176 0.138
C 4.142 -0.108 -0.771 0.162 -0.063 0.001
C 4.232 -1.519 -0.151 -0.421 0.067 -0.182
C 4.062 -2.734 -1.083 0.026 -0.035 0.058
N 2.702 -3.170 -1.447 -0.037 0.476 0.098
C 1.831 -3.749 -0.633 0.267 -0.244 0.060
N 2.206 -4.115 0.601 -0.088 -0.030 -0.017
N 0.584 -3.989 -1.040 -0.046 0.210 -0.012
C 2.013 -0.189 -2.162 0.016 -0.235 0.344
O 2.560 -0.715 -3.086 -0.195 -0.198 -0.046
O 0.683 -0.240 -1.949 -0.175 1.242 0.085
H 2.251 1.519 0.669 0.069 0.125 0.130
H 1.894 -0.063 0.670 -0.157 -0.165 0.165
H 3.024 1.541 -1.495 -0.016 0.090 0.003
H 4.668 0.574 -0.098 0.049 -0.025 -0.037
H 4.701 -0.111 -1.708 0.050 0.054 0.015
H 3.603 -1.624 0.741 0.021 0.018 -0.010
H 5.262 -1.588 0.199 -0.036 -0.072 0.128
H 4.576 -3.590 -0.642 0.086 0.011 -0.033
H 4.565 -2.516 -2.021 0.012 -0.117 -0.104
H 2.412 -2.995 -2.398 -0.047 0.130 0.003
H 3.186 -4.209 0.815 -0.025 0.014 -0.001
H 1.580 -4.679 1.155 0.036 0.053 0.013
H 0.226 -3.521 -1.857 -0.017 -0.047 -0.059
H -0.092 -4.410 -0.424 0.059 -0.039 -0.019
C -2.458 -3.411 1.912 0.214 -0.145 0.054
Si -3.153 -1.683 2.011 -0.299 -0.074 0.129
C -3.198 -1.017 3.744 0.187 0.041 -0.011
C -4.812 -1.593 1.188 0.108 0.056 -0.102
C -1.964 -0.576 1.070 0.036 -0.034 0.019
C -1.211 0.163 0.439 0.512 0.722 -0.498
H -3.131 -4.080 2.457 0.022 0.010 -0.034
H -1.471 -3.497 2.384 -0.121 0.056 -0.080
H -2.406 -3.780 0.883 -0.022 0.078 0.066
H -3.889 -1.608 4.351 0.030 0.047 -0.025
H -3.544 0.020 3.740 0.002 -0.077 0.059
H -2.211 -1.050 4.214 -0.122 0.014 -0.001
H -5.526 -2.190 1.762 -0.012 0.039 -0.059
H -4.774 -1.986 0.168 -0.063 0.046 0.086
H -5.175 -0.563 1.152 -0.028 -0.103 -0.006
S -0.394 3.256 -1.467 0.021 -1.013 -0.710
C -1.265 4.737 -1.146 -0.098 0.326 0.603
C -1.159 5.729 -2.120 0.087 -0.123 -0.035
C -1.819 6.926 -1.911 -0.103 0.053 0.069
C -2.558 7.121 -0.750 0.005 0.055 -0.038
C -2.659 6.118 0.208 -0.059 0.045 0.027
C -2.010 4.913 0.020 0.090 -0.137 -0.091
H -0.582 5.560 -3.021 -0.001 0.025 0.045
H -1.760 7.710 -2.655 0.024 -0.037 0.014
H -3.063 8.066 -0.590 0.013 -0.059 -0.020
H -3.248 6.279 1.101 0.036 -0.011 -0.024
H -2.075 4.117 0.749 -0.025 0.053 0.017
```
Forces are in eV/Å.

Calculated values
Net charge: +2
Multiplicity: 2
Total energy: -48966.6315 eV

Charges computed using natural (NBO), reported in e: 1.225 -0.768 -0.189 -0.417 -0.427 -0.234 -0.561 0.675 -0.773 -0.755 0.770 -0.552 -0.694 0.426 0.412 0.253 0.234 0.257 0.198 0.257 0.212 0.253 0.444 0.426 0.426 0.431 0.426 -1.105 1.567 -1.104 -1.109 -0.222 -0.473 0.267 0.233 0.229 0.263 0.256 0.248 0.261 0.251 0.256 0.122 -0.204 -0.186 -0.186 -0.143 -0.188 -0.190 0.241 0.246 0.243 0.242 0.228


2.
A structure of composition C31H30AsIrN2O4SbSe4, computed with ωB97M-V/def2-TZVPD.

The geometry in XYZ format:
```
74
Properties=species:S:1:pos:R:3:forces:R:3
Ir -2.702 -0.853 -0.063 0.308 -0.400 0.582
O -3.444 -3.388 6.445 0.058 -0.025 -0.069
C -2.958 -2.268 6.209 -0.165 0.041 0.084
O -2.506 -1.405 6.987 0.067 0.019 -0.067
C -2.938 -1.865 4.708 0.070 0.030 0.013
C -2.439 -0.630 4.311 0.001 -0.004 0.038
C -2.420 -0.292 2.972 -0.010 0.035 0.068
N -2.857 -1.128 2.030 0.099 -0.045 -0.146
C -3.353 -2.321 2.395 -0.033 -0.045 0.078
C -3.413 -2.714 3.717 -0.043 -0.017 0.010
C -3.786 -3.221 1.262 -0.055 -0.246 -0.023
O -4.312 -4.297 1.479 0.093 0.189 0.044
O -3.513 -2.765 0.071 -0.013 -0.026 -0.159
H -2.070 0.043 5.073 -0.002 0.021 -0.015
H -2.063 0.663 2.615 0.070 -0.005 0.045
H -3.817 -3.681 3.981 -0.005 -0.007 -0.022
Se -6.527 1.376 -2.751 -0.310 0.132 -0.068
Sb -4.176 1.724 -2.369 0.577 0.257 0.160
Se -2.679 -0.856 -2.421 0.002 0.042 -0.448
Se -3.613 1.317 0.105 -0.294 0.453 0.002
Se -4.582 4.250 -2.407 -0.132 -0.337 -0.065
C -1.423 6.049 -1.791 -0.010 0.127 -0.016
C -0.970 4.622 -1.702 -0.003 -0.023 0.002
C -0.809 3.846 -2.839 0.013 -0.080 0.024
C -0.422 2.512 -2.765 0.044 0.079 -0.052
C -0.221 1.779 -4.069 -0.012 -0.041 -0.047
C -0.178 1.924 -1.511 0.116 0.003 0.038
As 0.108 -0.024 -1.594 -0.193 -0.164 0.067
N -0.540 -0.782 -0.045 -0.028 0.126 -0.198
C 0.230 -1.499 0.868 0.006 -0.076 -0.014
C 1.494 -1.113 1.345 -0.042 0.093 -0.001
C 2.165 -1.870 2.291 0.078 -0.043 0.079
C 1.617 -3.035 2.805 -0.017 0.003 0.010
C 0.386 -3.455 2.317 0.015 -0.034 0.037
C -0.275 -2.718 1.354 0.018 0.026 -0.026
C 2.045 -0.438 -1.579 0.001 0.101 -0.059
C 2.317 -1.805 -1.731 0.014 0.017 -0.045
C 1.252 -2.857 -1.901 -0.119 -0.047 0.018
C 3.636 -2.254 -1.711 0.044 0.009 -0.015
C 4.702 -1.387 -1.572 -0.031 -0.034 -0.005
C 6.119 -1.885 -1.530 0.048 -0.031 0.002
C 4.422 -0.029 -1.487 -0.005 0.003 -0.019
C 3.124 0.464 -1.498 0.009 -0.039 0.022
C 2.968 1.958 -1.400 -0.025 0.036 -0.008
C -0.306 2.710 -0.359 -0.010 -0.069 -0.024
C -0.023 2.212 1.025 0.059 0.026 0.144
C -0.700 4.037 -0.477 -0.017 0.059 -0.011
H -1.794 6.280 -2.790 -0.007 -0.009 0.000
H -0.606 6.740 -1.563 0.009 -0.013 0.009
H -2.231 6.242 -1.085 -0.008 -0.012 0.002
H -1.014 4.277 -3.811 -0.033 0.020 -0.026
H -0.649 2.356 -4.889 0.035 0.006 0.007
H -0.687 0.794 -4.070 -0.032 -0.004 0.021
H 0.844 1.635 -4.277 -0.009 -0.026 0.009
H 1.980 -0.225 0.973 -0.071 0.140 -0.037
H 3.135 -1.528 2.636 0.001 -0.005 0.010
H 2.133 -3.603 3.567 0.021 -0.015 0.007
H -0.067 -4.369 2.679 0.010 -0.016 0.016
H -1.191 -3.098 0.926 -0.090 0.012 -0.006
H 0.304 -2.465 -2.274 0.070 -0.013 0.000
H 1.044 -3.345 -0.947 -0.013 0.004 0.009
H 1.601 -3.616 -2.602 -0.004 -0.038 0.017
H 3.822 -3.319 -1.805 0.004 -0.008 -0.001
H 6.154 -2.971 -1.611 0.001 -0.004 -0.002
H 6.607 -1.603 -0.594 -0.004 0.006 0.004
H 6.713 -1.466 -2.346 -0.003 0.010 -0.005
H 5.244 0.677 -1.408 0.010 0.003 0.001
H 3.943 2.434 -1.515 -0.025 0.015 0.032
H 2.556 2.258 -0.437 -0.074 0.013 0.086
H 2.302 2.358 -2.160 -0.042 0.015 -0.049
H 0.459 1.247 1.028 0.112 -0.206 0.017
H -0.945 2.108 1.598 -0.081 0.050 -0.069
H 0.613 2.924 1.556 -0.009 -0.006 -0.001
H -0.818 4.624 0.430 -0.003 -0.005 0.006
```
Forces are in eV/Å.

Calculated values
Net charge: -2
Multiplicity: 6
Total energy: -375408.6026 eV

Charges computed using natural (NBO), reported in e: 0.904 -0.747 0.733 -0.758 -0.045 -0.222 0.049 -0.486 0.075 -0.190 0.742 -0.621 -0.743 0.247 0.204 0.266 -0.620 0.789 -0.167 -0.425 -0.490 -0.634 0.022 -0.265 0.095 -0.669 -0.447 1.164 -1.068 0.242 -0.304 -0.194 -0.267 -0.189 -0.286 -0.273 -0.001 -0.654 -0.225 -0.012 -0.622 -0.236 -0.024 -0.630 0.128 -0.648 -0.261 0.217 0.204 0.228 0.202 0.212 0.244 0.208 0.205 0.196 0.202 0.213 0.219 0.239 0.245 0.208 0.197 0.209 0.213 0.208 0.192 0.201 0.224 0.227 0.223 0.227 0.203 0.199


3.
A structure of composition C49H36BrF15GeHfN4O2SSe, computed with ωB97M-V/def2-TZVPD.

The geometry in XYZ format:
```
111
Properties=species:S:1:pos:R:3:forces:R:3
Hf -0.662 1.046 0.390 2.137 0.303 -0.486
O -6.138 1.574 -0.585 0.032 -0.146 -0.096
C -5.597 2.485 0.264 0.107 0.197 0.271
C -6.350 3.449 0.926 -0.142 -0.123 -0.137
C -5.746 4.318 1.815 0.024 0.053 0.007
C -4.378 4.251 2.044 0.100 -0.004 0.035
C -3.625 3.311 1.361 -0.184 0.028 -0.165
C -4.219 2.419 0.473 0.177 -0.116 -0.279
C -3.411 1.369 -0.276 -0.993 0.165 0.168
O -2.124 1.807 -0.540 -1.837 0.485 0.536
N -3.265 0.120 0.541 -0.267 -0.095 -0.464
N -2.388 0.374 1.566 -0.305 0.075 0.382
C -2.597 0.121 2.806 -0.119 -0.085 -0.189
C -1.636 0.505 3.795 0.385 0.295 0.096
Br -0.455 1.944 3.176 -0.245 -0.139 0.312
C -1.522 0.101 5.073 0.124 0.225 -0.199
C -2.215 -0.996 5.715 -0.229 -0.287 0.173
C -2.359 -0.940 7.110 -0.008 0.136 -0.128
C -3.031 -1.938 7.788 -0.067 -0.012 0.056
C -3.559 -3.017 7.092 0.046 -0.009 -0.021
C -3.396 -3.106 5.715 -0.037 -0.048 0.003
C -2.722 -2.113 5.031 0.187 0.178 -0.034
H -7.074 1.750 -0.728 -0.076 0.030 0.010
H -7.415 3.514 0.730 0.001 0.004 0.049
H -6.342 5.065 2.321 -0.021 -0.021 0.002
H -3.899 4.935 2.731 -0.028 0.025 -0.032
H -2.552 3.309 1.473 0.125 -0.003 0.088
H -3.941 1.081 -1.184 0.150 -0.103 -0.027
H -4.163 -0.265 0.821 0.018 -0.045 0.165
H -3.519 -0.346 3.142 -0.042 -0.025 -0.026
H -0.845 0.661 5.710 0.036 -0.018 -0.021
H -1.964 -0.091 7.653 0.035 -0.024 0.009
H -3.144 -1.877 8.862 0.011 -0.005 -0.002
H -4.068 -3.809 7.625 -0.028 0.024 0.001
H -3.778 -3.963 5.178 0.029 -0.016 0.014
H -2.510 -2.246 3.978 -0.039 0.023 -0.068
C -1.183 -5.414 0.920 0.147 -0.106 -0.061
C 0.148 -5.772 0.260 -0.033 0.163 0.122
C 1.165 -4.634 0.302 -0.039 0.084 -0.176
C 0.685 -3.392 -0.453 -0.107 -0.189 0.071
N 1.766 -2.420 -0.573 0.083 0.033 0.160
C 2.031 -1.415 0.270 -0.279 -0.070 -0.012
Se 0.833 -0.757 1.581 0.717 -1.149 0.848
N 3.254 -0.926 0.021 -0.171 -0.009 0.039
C 4.003 0.041 0.820 0.392 -0.029 0.245
C 5.210 -0.557 1.561 -0.274 -0.075 0.056
C 4.910 -1.374 2.823 -0.066 -0.071 -0.210
C 4.231 -2.727 2.591 0.137 0.128 0.041
C 3.779 -1.599 -1.077 -0.082 -0.279 -0.122
C 4.973 -1.449 -1.773 0.012 0.046 0.040
C 5.177 -2.294 -2.846 0.064 0.070 0.013
C 4.231 -3.260 -3.215 -0.048 -0.016 0.020
C 3.045 -3.408 -2.524 -0.085 -0.086 -0.014
C 2.836 -2.557 -1.446 0.267 0.205 -0.025
H -1.800 -6.305 1.024 -0.076 0.056 0.001
H -1.743 -4.685 0.330 -0.033 0.012 0.044
H -1.013 -5.003 1.919 -0.046 0.015 0.011
H -0.023 -6.068 -0.779 0.028 -0.069 0.012
H 0.586 -6.629 0.773 -0.017 -0.037 -0.065
H 2.109 -4.966 -0.137 0.016 -0.009 0.031
H 1.369 -4.349 1.339 0.036 -0.016 0.010
H -0.138 -2.918 0.076 -0.025 0.086 -0.055
H 0.339 -3.646 -1.456 0.040 0.041 -0.034
H 3.313 0.485 1.535 -0.023 0.057 -0.090
H 4.363 0.814 0.144 -0.086 -0.036 -0.016
H 5.823 0.298 1.849 0.064 -0.007 -0.065
H 5.799 -1.164 0.870 0.058 0.048 -0.011
H 4.304 -0.772 3.507 0.057 0.009 0.047
H 5.866 -1.552 3.316 -0.011 0.064 0.052
H 3.164 -2.618 2.411 -0.143 -0.023 -0.089
H 4.342 -3.354 3.475 -0.032 -0.029 -0.026
H 4.680 -3.260 1.749 -0.011 0.000 0.005
H 5.708 -0.707 -1.492 0.002 -0.010 -0.019
H 6.092 -2.208 -3.415 -0.009 -0.010 -0.004
H 4.437 -3.904 -4.059 -0.006 0.010 -0.005
H 2.314 -4.152 -2.812 0.022 -0.003 0.000
F -1.672 3.454 -4.759 -0.169 0.009 -0.060
C -1.647 3.956 -3.530 0.214 -0.014 0.187
C -0.951 3.295 -2.533 -0.087 -0.570 0.036
C -0.884 3.934 -1.309 -0.040 0.122 -0.332
F -0.168 3.335 -0.266 -0.184 -0.109 -0.040
C -1.501 5.127 -1.024 0.124 -0.102 0.143
F -1.409 5.666 0.186 -0.043 0.044 0.001
C -2.233 5.744 -2.032 0.040 -0.113 -0.069
F -2.845 6.883 -1.791 -0.032 0.077 0.001
C -2.299 5.161 -3.289 0.015 0.013 0.002
F -2.976 5.758 -4.252 0.008 0.025 -0.027
Ge -0.051 1.520 -2.760 1.046 0.705 -1.349
S -0.457 -0.317 -1.644 0.251 0.114 0.479
C 1.757 2.312 -2.349 -0.259 -0.248 -0.143
C 2.381 3.009 -3.373 -0.063 -0.054 0.177
F 1.782 3.070 -4.566 0.171 0.034 -0.006
C 3.582 3.674 -3.195 -0.050 0.008 -0.011
F 4.162 4.310 -4.196 0.014 0.005 0.013
C 4.161 3.693 -1.932 -0.057 -0.039 -0.003
F 5.293 4.335 -1.726 0.047 0.039 -0.006
C 3.534 3.054 -0.872 0.021 0.013 0.151
F 4.056 3.122 0.352 -0.022 0.032 -0.017
C 2.361 2.370 -1.117 -0.227 0.037 -0.438
F 1.731 1.759 -0.047 -0.066 -0.080 0.259
C 0.013 0.697 -4.543 -0.203 0.116 0.303
C -1.173 0.426 -5.203 0.200 0.022 0.201
F -2.320 0.808 -4.620 -0.051 0.040 -0.214
C -1.203 -0.283 -6.390 -0.089 0.053 0.058
F -2.349 -0.522 -7.010 0.019 -0.007 -0.029
C -0.011 -0.775 -6.905 0.013 0.000 0.087
F -0.019 -1.463 -8.030 -0.004 -0.048 -0.063
C 1.182 -0.592 -6.218 -0.035 0.011 0.044
F 2.306 -1.131 -6.673 0.012 0.012 -0.053
C 1.173 0.131 -5.041 -0.095 0.203 0.127
F 2.314 0.259 -4.345 0.082 -0.071 -0.182
```
Forces are in eV/Å.

Calculated values
Net charge: +2
Total energy: -306248.6612 eV

Atom charges from the Mulliken analysis, given in e for atoms 1 to 99: -0.286 -0.572 0.929 -0.761 -0.737 -1.506 0.390 0.252 -0.180 1.057 -0.693 0.345 -0.170 0.057 -0.130 -0.745 0.607 -0.527 -0.633 -0.403 -0.710 -0.283 0.373 0.335 0.462 0.483 0.346 0.661 0.442 0.808 0.416 0.387 0.409 0.411 0.420 0.530 -1.075 -0.702 -0.145 -1.408 1.193 -0.393 -0.300 1.700 -0.837 -0.838 -0.711 -0.749 0.019 -0.914 -0.981 -0.860 -0.878 0.666 0.420 0.241 0.266 0.343 0.383 0.385 0.135 0.413 0.437 0.386 0.115 0.511 0.314 0.328 0.410 -0.007 0.494 0.226 0.526 0.492 0.502 0.508 -0.254 1.229 0.188 -0.143 -0.651 -0.192 -0.360 0.652 -0.290 0.095 -0.279 0.256 -0.656 -0.750 0.947 -0.325 0.144 -0.272 0.573 -0.290 -0.123 -0.384 0.615